1.
DFT (ωB97M-V/def2-TZVPD) results for 3 unconnected molecules or ions with the total composition C25H54BIO6S in a non-equilibrium geometry.

Output
HOMO energy, eV: -9.674
E_tot, a.u.: -2156.82964
E_LUMO, eV: -0.55
Structure (SMILES): CCCCCC[C@]1(B(C)O)OS(=O)(=O)O[C@@]1(I)CCCCO.CCCCCC.CCCCCC

Cartesian coordinates (Å):
C  10.4822  0.5524  -2.4529
C  9.1776  -0.2821  -3.0618
C  8.6634  0.5987  -4.3812
C  7.1361  0.1187  -4.8627
C  6.2427  1.4123  -5.3507
C  4.7776  1.4567  -4.5602
C  4.7085  2.7201  -3.4679
B  4.3076  4.0901  -4.3107
C  4.2671  5.6225  -3.6323
O  3.9026  4.0518  -5.7606
O  6.0296  2.9491  -2.7939
S  5.8374  3.6409  -1.2135
O  6.1640  5.1779  -1.0649
O  6.6680  3.0529  -0.0449
O  4.1153  3.3977  -1.2027
C  3.7504  2.3022  -2.1618
I  4.4157  0.5385  -0.9659
C  2.1663  2.1315  -2.5475
C  1.5327  0.6486  -2.2509
C  0.0035  0.6593  -2.9290
C  -0.5494  -0.8847  -2.7915
O  -1.0316  -1.1106  -1.4160
H  11.1865  0.7790  -3.3683
H  10.1499  1.5743  -1.9636
H  11.0883  -0.1025  -1.6641
H  8.3476  -0.3600  -2.2274
H  9.5244  -1.3591  -3.3816
H  8.5909  1.7087  -4.0165
H  9.3766  0.4326  -5.2944
H  6.6935  -0.4616  -3.9428
H  7.1604  -0.6373  -5.7609
H  6.8391  2.4371  -5.2470
H  5.9635  1.3385  -6.5052
H  3.8573  1.4784  -5.3202
H  4.6918  0.3983  -4.0206
H  3.8655  6.4386  -4.3884
H  5.4148  5.8981  -3.4588
H  3.7372  5.6345  -2.5886
H  4.5407  4.6331  -6.2693
H  1.5767  2.9482  -1.9201
H  1.9141  2.3783  -3.6846
H  1.3522  0.4143  -1.1076
H  2.0950  -0.2389  -2.8175
H  0.1381  0.9094  -4.0755
H  -0.7390  1.3699  -2.3686
H  0.3037  -1.6820  -2.9819
H  -1.4350  -1.0845  -3.5328
H  -0.4537  -1.8047  -0.9641
C  -2.4486  1.4487  0.4166
C  -2.8583  0.8252  1.7415
C  -3.5131  -0.5490  1.5847
C  -4.8270  -0.5612  0.7943
C  -5.9309  0.3427  1.3486
C  -6.3828  -0.0505  2.7456
H  -3.3118  1.6281  -0.2306
H  -1.9585  2.4129  0.5898
H  -1.7437  0.8026  -0.1168
H  -3.5226  1.5089  2.2803
H  -1.9629  0.7142  2.3655
H  -3.6824  -0.9735  2.5813
H  -2.8054  -1.2256  1.0884
H  -5.1989  -1.5938  0.7578
H  -4.6310  -0.2785  -0.2459
H  -6.7949  0.2887  0.6749
H  -5.6071  1.3897  1.3466
H  -6.7572  -1.0786  2.7591
H  -7.1924  0.6076  3.0780
H  -5.5702  0.0321  3.4733
C  -5.9129  -4.0902  4.2097
C  -6.2879  -3.1417  5.3374
C  -6.0325  -3.7269  6.7282
C  -6.8449  -4.9818  7.0690
C  -8.3644  -4.8201  6.9803
C  -8.9163  -3.7945  7.9570
H  -6.5097  -5.0065  4.2360
H  -6.0858  -3.6101  3.2406
H  -4.8543  -4.3643  4.2667
H  -7.3357  -2.8413  5.2327
H  -5.6952  -2.2246  5.2321
H  -6.2277  -2.9506  7.4774
H  -4.9661  -3.9701  6.8213
H  -6.5807  -5.2988  8.0867
H  -6.5405  -5.8045  6.4127
H  -8.8299  -5.7901  7.1937
H  -8.6635  -4.5558  5.9596
H  -8.6709  -4.0667  8.9880
H  -10.0068  -3.7434  7.8722
H  -8.5224  -2.7931  7.7597



2.
DFT (ωB97M-V/def2-TZVPD) results for a molecular structure, C3H5I3N in a non-equilibrium geometry.

Output
HOMO energy (spin up / spin down), eV: -12.422 / -12.548
Charge: +1
E_tot, a.u.: -1064.69554
E_LUMO (spin up / spin down), eV: -5.55 / -5.08

Cartesian coordinates (Å):
C  -1.2521  -2.4099  -1.8374
C  -0.2783  -1.6445  -1.5375
C  -0.0128  -0.6822  0.8441
N  0.2533  0.5161  0.2120
I  -1.5344  -3.2486  -3.8787
I  1.3559  -0.7976  -2.6103
I  1.4988  -1.6171  1.7934
H  -2.0779  -2.9126  -1.1724
H  -1.0669  -1.1103  0.9537
H  0.9726  1.1477  0.7143
H  0.8936  0.2428  -0.7954
H  -0.5643  1.0476  -0.0814